# 1
ORCA calculation (ωB97M-V/def2-TZVPD) on a 2-piece molecular cluster, C29H38N2O6 overall at a distorted geometry.

The geometry in ORCA input format:
```
! RIJCOSX wB97M-V def2-TZVPD def2/J DEFGRID3
* xyz 0 1
C -3.11741 -3.13836 -2.34133
C -3.46870 -1.69171 -2.10892
O -3.21644 -1.43352 -0.71212
C -3.34118 -0.12402 -0.36840
C -3.08321 -0.00107 1.06677
C -3.15810 -1.17624 1.92561
C -3.13351 1.30122 1.69193
O -2.81450 1.52057 2.86561
O -3.51551 2.29060 0.86902
C -3.49772 3.58174 1.52399
C -3.88403 4.57395 0.46787
O -3.63618 0.73143 -1.18636
H -3.17604 -3.38141 -3.40496
H -2.10443 -3.35272 -1.98993
H -3.81720 -3.78718 -1.80507
H -2.85610 -1.02367 -2.72822
H -4.52972 -1.50879 -2.33398
H -3.30740 -0.81617 2.95435
H -4.01675 -1.79569 1.60710
H -2.24564 -1.79485 1.90083
H -4.21046 3.59308 2.36568
H -2.48075 3.78260 1.90033
H -3.83547 5.58330 0.88385
H -3.20173 4.51566 -0.38282
H -4.90049 4.40252 0.10883
C 1.73803 6.70031 -1.58670
C 1.03031 5.71707 -0.66079
N 2.05915 4.85385 -0.08135
C 1.66070 3.59608 0.41592
C 0.52747 3.46041 1.24309
C 0.11845 2.20238 1.63471
C 0.75800 1.01721 1.15841
C 0.20372 -0.23892 1.51204
C 0.60542 -1.51290 1.02049
C 1.12914 -1.71871 -0.29220
C 1.43668 -2.99115 -0.74101
C 1.27292 -4.10541 0.10572
N 1.55174 -5.42755 -0.33156
C 0.95559 -5.78699 -1.61975
C 1.23961 -7.25229 -1.91731
O 2.63415 -7.54181 -1.80947
C 3.16500 -7.28135 -0.50950
C 2.93546 -5.83876 -0.08069
C 0.81002 -3.91822 1.42638
C 0.44173 -2.66088 1.85483
C 1.96820 1.18849 0.40884
C 2.40531 2.45010 0.05750
C 3.08112 5.57522 0.67674
C 3.73295 6.60717 -0.23362
O 2.77098 7.41953 -0.90898
H 2.14141 6.12781 -2.44674
H 1.03972 7.48107 -1.93053
H 0.48333 6.26746 0.12938
H 0.33562 5.09558 -1.23947
H 0.00858 4.34723 1.60791
H -0.72111 2.08814 2.32604
H -0.48464 -0.22936 2.36144
H 1.28352 -0.86346 -0.95180
H 1.84979 -3.13919 -1.74216
H -0.13058 -5.64112 -1.52832
H 1.33861 -5.15574 -2.44410
H 0.63656 -7.86998 -1.22224
H 0.99290 -7.48170 -2.96579
H 2.71603 -7.94638 0.25441
H 4.24448 -7.47221 -0.61192
H 3.64944 -5.18879 -0.62478
H 3.10982 -5.74170 0.99798
H 0.72860 -4.79262 2.07472
H 0.06742 -2.50947 2.87045
H 2.56098 0.31759 0.13392
H 3.31196 2.59269 -0.53624
H 2.62400 6.10114 1.53870
H 3.82559 4.85387 1.02984
H 4.32226 7.32414 0.36144
H 4.38248 6.07081 -0.95353
*
```

Output
ΔE to the lowest compared entry with this formula, charge and spin = 0.261 eV
HOMO level = -6.39 eV
DFT total energy = -45951.216 eV

=====

# 2
ORCA calculation (ωB97M-V/def2-TZVPD) on C41H24Cl5F5MoNO2STe as an isolated structure at a distorted geometry.

The geometry in ORCA input format:
```
! RIJCOSX wB97M-V def2-TZVPD def2/J DEFGRID3
* xyz 1 3
Mo 1.48798 0.04957 -1.05723
F 1.90234 -4.36532 -6.07391
C 2.16490 -3.29367 -5.34922
C 2.01194 -3.33354 -3.97938
F 1.59269 -4.43967 -3.37247
C 2.29773 -2.20163 -3.26567
F 2.16796 -2.22743 -1.90732
C 2.72893 -1.02739 -3.82874
S 3.20144 0.29282 -2.77200
C 2.86975 -1.00725 -5.20252
F 3.27135 0.09684 -5.81575
C 2.59217 -2.12948 -5.95953
F 2.72867 -2.09673 -7.27483
Cl 3.01529 -0.60516 0.94472
C 3.53552 1.05091 0.62625
C 2.82687 1.57282 -0.41698
C 3.02216 2.89317 -0.75461
Cl 2.04856 3.59703 -1.99178
C 3.96909 3.64348 -0.05884
Cl 4.22216 5.28300 -0.47664
C 4.70366 3.06149 0.98393
Cl 5.87730 3.97857 1.83131
C 4.48031 1.73378 1.35113
Cl 5.31528 0.96901 2.63228
C -1.86152 -0.14926 5.30600
C -1.15400 0.15031 3.99994
C -0.50681 1.37538 3.78219
C 0.12155 1.71959 2.59873
C 0.88106 3.02669 2.48183
O 1.03567 3.58253 1.42007
C 1.46063 3.65748 3.71936
C 1.97290 2.93127 4.79233
C 2.48692 3.59061 5.90082
C 2.50603 4.97869 5.93841
C 2.03454 5.70898 4.85379
C 1.52080 5.04989 3.74805
C 0.05121 0.81655 1.50173
O 0.52059 1.18153 0.32762
C -0.54220 -0.45827 1.73018
C -1.12830 -0.75700 2.98001
C -0.76357 -1.31462 0.60819
N -0.06934 -1.15258 -0.49488
C -0.64956 -1.45883 -1.83217
C -0.48167 -0.14136 -2.63038
Te -0.85574 -0.40073 -4.74767
C -2.84607 -0.94782 -4.31906
C -3.15532 -2.27572 -4.03219
C -4.44961 -2.61329 -3.65342
C -5.43240 -1.63206 -3.58224
C -5.12649 -0.31398 -3.89744
C -3.82967 0.03501 -4.26130
C -1.84386 -2.33131 0.62532
C -1.53571 -3.64941 0.28639
C -2.53562 -4.60999 0.26161
C -3.84865 -4.25172 0.55043
C -4.15941 -2.93728 0.87564
C -3.15868 -1.97668 0.92138
H -1.66477 0.62344 6.05013
H -1.54392 -1.11065 5.71848
H -2.94345 -0.20072 5.15695
H -0.50718 2.09975 4.58897
H 2.01000 1.84765 4.75282
H 2.87376 3.01864 6.73563
H 2.90121 5.49116 6.80879
H 2.07010 6.79222 4.87005
H 1.14568 5.60247 2.89495
H -1.57213 -1.73672 3.12613
H -1.70234 -1.69085 -1.75545
H -0.17112 -2.29450 -2.31017
H 0.57664 0.25212 -2.65095
H -1.13887 0.62397 -2.23889
H -2.39834 -3.04751 -4.11539
H -4.68915 -3.64490 -3.42361
H -6.44162 -1.89750 -3.28633
H -5.89743 0.44658 -3.86661
H -3.59161 1.06371 -4.50085
H -0.50681 -3.92256 0.06984
H -2.29158 -5.63677 0.01485
H -4.63035 -5.00229 0.52516
H -5.18341 -2.65908 1.09836
H -3.39507 -0.94546 1.16570
*
```

Output
ΔE to the lowest compared entry with this formula, charge and spin = 1.470 eV
⟨S²⟩ = 2.020
HOMO level (alpha / beta) = -10.92 / -11.13 eV
DFT total energy = -144667.127 eV